171
Properties=species:S:1:pos:R:3 method="wB97M-V/def2-TZVPD" fmax_ev_per_a=1.6 energy_ha=-4345.21252 homo_energy_ev=-12.04 total_charge=+1
O -4.608 -2.531 0.836
O -7.822 -0.435 3.238
H -1.210 0.719 -9.605
C -0.600 2.188 0.276
H -8.383 -1.173 5.102
O -5.908 -0.477 4.436
C 5.311 -6.113 -2.672
C 4.489 -0.114 0.937
H -11.003 -4.625 1.888
H -6.807 1.672 5.611
C 1.717 2.204 -2.435
H 2.532 4.723 5.146
N -0.204 -1.752 -1.122
C -0.471 0.750 -0.214
H 7.702 7.247 5.045
O 4.266 -5.507 -2.686
H -12.225 -5.401 0.836
H 1.962 6.125 -7.846
C 4.990 2.493 -3.603
H 5.312 -0.047 0.224
C -8.559 5.252 8.361
C -8.324 -1.491 4.062
H -5.868 0.741 6.783
H 3.671 2.875 -5.227
H -4.870 1.918 3.927
O -2.711 -5.772 0.125
H -11.165 -9.689 2.766
H 5.038 -5.582 -5.234
H 1.308 -2.030 0.332
O -0.630 -5.983 -0.400
H 6.817 7.174 6.576
O -7.189 4.176 6.367
H 3.896 3.168 1.779
O 4.317 6.335 6.257
C -1.835 1.928 -6.693
O 5.874 -6.722 -3.707
O -6.912 2.295 7.588
H 5.720 3.951 -1.591
H -9.278 5.317 7.546
H 2.855 0.918 -3.707
C -1.745 2.445 -4.434
C 0.454 -0.105 0.370
H -4.189 0.709 2.797
H 2.208 4.321 -2.012
C -3.815 -1.437 0.407
H -1.705 -1.333 -2.521
C -7.052 -4.634 -0.472
C 3.588 2.896 -4.131
H -3.174 -1.150 1.239
H -9.324 -1.724 3.708
H -3.743 -6.313 1.859
C -5.451 -2.991 -0.097
C 5.053 1.997 -2.141
H -7.700 -2.379 3.970
O -1.212 1.227 -7.634
C 1.349 3.671 -2.189
H 6.206 -2.886 4.163
H 1.326 -6.183 -0.922
C -1.265 0.312 -1.261
O 6.183 5.895 5.063
H -7.511 -5.464 0.059
C 5.899 8.724 -6.710
H -2.766 2.109 -4.246
C 4.315 7.103 -7.202
O -11.542 -7.060 2.790
C -4.947 1.481 2.934
C 0.747 -6.001 -0.022
H -0.712 3.796 -1.449
H 5.637 1.158 2.300
O -1.165 -5.577 1.761
H 7.629 -1.875 4.557
C 5.040 3.196 -1.175
C 4.966 5.630 5.534
C 2.750 5.429 -7.562
O -6.104 -4.027 0.418
H 5.522 -4.597 -0.543
H -6.553 -5.022 -1.359
H 4.642 -6.102 -0.135
O 6.095 -6.285 -1.610
H -7.828 -3.924 -0.749
H 6.091 7.972 5.149
H 6.533 9.020 -5.879
H -0.098 -2.694 -1.490
C -1.806 1.331 -8.934
H -10.825 -4.583 0.126
C 6.717 7.150 5.492
H -3.628 -4.557 1.545
H 3.911 1.024 2.739
H 5.636 3.370 -3.706
H -5.290 2.338 6.290
C -11.166 -5.183 0.966
H 10.245 -4.329 1.271
H -4.787 2.263 2.196
H 2.302 4.594 -7.027
H 5.237 9.551 -6.961
H -3.188 -1.737 -0.431
C 5.604 -5.676 -0.417
C -6.178 1.741 6.496
C 4.271 2.387 1.111
H 5.704 -7.157 -5.686
H 3.256 5.045 -8.446
O -5.577 -2.546 -1.206
O -10.398 -6.387 0.962
C -3.745 -5.537 1.095
H -9.070 5.454 9.299
H 0.411 4.894 -0.698
O -6.252 0.948 2.713
C 8.086 -3.248 2.358
H -9.943 -8.914 3.817
O 7.290 -2.189 2.529
H 4.052 3.670 -1.110
H 1.685 1.982 -4.573
H 9.524 -4.273 -0.340
H -1.786 2.361 -9.283
H 0.859 4.052 -3.098
H 4.513 -1.017 1.555
O 4.160 7.533 -8.312
O -1.179 1.743 -5.536
H 1.052 0.286 1.184
H -7.764 5.983 8.227
H 3.469 2.121 0.408
C -7.358 3.533 7.370
O -1.626 2.543 0.794
H 3.258 3.925 6.573
H 6.174 -1.140 3.867
C 4.620 1.094 1.904
H -1.134 2.221 -3.561
H 2.246 1.805 -1.561
H -9.455 -10.122 2.619
H 5.360 1.672 -4.229
C 2.434 1.930 -3.776
C -1.108 -0.958 -1.698
C 0.311 3.867 -1.059
H 0.940 -6.800 0.693
H 8.803 -5.314 0.893
H -1.974 1.002 -1.701
C 9.307 -4.364 0.721
O 3.681 6.051 -6.676
C 0.569 -1.372 -0.111
H 4.159 -7.087 -4.827
C -10.146 -9.309 2.823
O 0.494 2.954 0.061
H 4.304 1.232 -1.914
C 5.485 2.861 0.271
H 3.337 3.937 -3.897
H 6.033 1.513 -2.018
O 5.147 7.586 -6.281
H 5.837 3.808 0.696
C -1.477 -5.762 0.614
H 6.312 2.145 0.253
O -8.021 3.932 8.454
H 6.318 -5.878 0.377
C 3.293 4.024 5.489
H 3.519 -0.025 0.438
H -2.826 0.952 -8.921
C 5.138 -6.622 -4.929
H -4.683 -5.572 0.569
H 6.529 8.470 -7.561
C 6.804 -2.026 3.863
H -4.437 -0.584 0.136
H 0.769 1.645 -2.472
C -10.706 -7.236 1.947
O -2.810 2.610 -6.839
C -6.594 -0.033 3.551
H 1.045 -5.038 0.398
O 8.404 -4.038 3.205
O 4.589 4.438 5.060
O -9.924 -8.308 1.827
H -1.724 3.520 -4.606
H 3.097 3.051 5.044
O 8.453 -3.275 1.077

153
Properties=species:S:1:pos:R:3 method="wB97M-V/def2-TZVPD" fmax_ev_per_a=6.4 smiles="O=C1CCCO1.O=C1CCCO1.O=C1CCCO1.C1CCOC1.C1CCOC1.C1CCOC1.C1CCOC1.C1CCOC1.C1CCOC1.C1CCOC1.C1CCOC1.C1CCOC1" de_lowest_kj_mol=241.2 energy_ha=-3011.33080 homo_energy_ev=-9.33 total_charge=0
C 30.289 3.475 14.971
H 24.256 5.569 14.047
H 27.030 -4.199 14.634
O 32.859 -2.786 15.894
C 32.146 -2.730 13.713
H 22.594 -0.743 15.527
C 21.877 -2.724 15.114
H 28.945 2.743 6.608
H 28.097 -0.652 7.572
C 29.677 -0.190 20.520
H 26.708 0.387 8.925
H 29.218 -1.390 11.967
H 26.547 -0.986 18.684
C 25.559 -0.541 18.803
H 26.025 -1.905 10.679
H 26.508 -3.497 10.976
H 31.974 2.349 14.133
H 31.158 -4.334 7.247
H 28.839 -1.993 18.768
H 30.168 0.604 17.677
H 24.641 -1.577 8.230
H 27.057 -1.975 14.014
C 22.517 2.719 14.061
H 24.974 -1.076 16.643
H 27.392 2.951 6.035
O 23.819 -1.712 14.102
H 23.605 -3.269 12.650
H 27.555 -1.055 15.426
H 27.718 0.330 11.434
O 27.536 1.989 8.011
H 27.470 0.893 5.090
H 26.846 1.106 19.233
H 20.897 -2.819 14.647
O 23.891 2.349 13.695
H 25.738 1.070 7.544
C 29.170 -0.592 12.708
C 25.851 -2.921 10.325
H 23.580 -3.967 15.594
C 31.257 3.120 13.852
H 32.158 6.067 14.990
O 23.386 3.697 10.250
H 29.396 3.908 14.520
H 27.544 -4.591 17.212
C 23.248 2.505 10.464
H 28.794 -6.352 13.832
C 24.728 -0.392 17.455
C 24.725 3.512 13.572
H 33.937 -3.824 13.150
H 28.837 -0.544 21.118
C 27.036 0.187 13.613
C 32.128 4.979 15.035
H 29.088 0.569 5.734
H 33.058 4.240 13.207
H 29.558 -6.073 16.851
H 21.501 0.192 11.753
H 29.212 -5.741 9.075
H 26.361 -4.182 8.613
C 26.139 -3.134 8.818
H 31.269 -3.072 13.164
H 29.754 -4.058 10.920
H 30.580 -2.196 20.390
H 26.951 1.026 14.302
H 28.433 -3.328 16.437
H 25.594 1.159 16.333
H 28.929 -4.191 8.277
H 23.796 0.193 12.201
C 23.742 -3.206 9.203
C 30.272 -4.031 9.961
C 27.972 2.253 6.640
H 22.264 2.373 15.063
H 26.735 -0.763 6.391
O 25.080 1.729 18.349
H 32.538 -1.924 13.093
H 25.029 -1.116 19.562
H 30.779 -6.072 7.447
H 24.928 -3.455 13.811
H 31.771 -1.190 15.179
H 30.743 2.827 12.937
H 21.888 -0.925 13.909
H 30.821 -2.655 15.464
C 24.806 -2.653 8.172
C 33.152 -3.843 13.906
H 21.836 2.344 13.297
O 30.069 -5.165 15.099
H 30.271 -1.919 17.751
C 26.726 0.800 7.916
H 24.494 1.189 9.327
H 22.427 4.479 12.935
C 22.551 4.221 13.987
C 24.315 1.418 10.377
C 28.902 -5.331 14.199
H 32.923 4.537 15.636
C 27.687 -4.917 15.124
C 31.785 -2.278 15.122
H 30.118 -0.053 12.717
H 24.101 4.418 15.433
C 29.677 -4.799 8.786
C 28.238 -4.399 16.394
H 22.936 -2.476 9.126
O 28.943 -1.152 13.990
H 21.741 -2.717 16.195
C 29.606 -5.057 16.458
H 25.760 3.374 13.884
H 22.486 -4.657 14.373
C 24.816 1.069 17.092
H 31.574 5.127 13.013
H 23.373 -4.157 8.821
C 27.550 -1.057 14.336
H 30.127 2.633 15.644
C 28.061 0.384 12.468
H 21.770 0.033 10.021
C 28.072 0.861 5.999
C 22.512 -1.403 14.664
H 23.801 -0.692 10.766
H 28.452 0.101 17.650
H 25.201 1.750 10.918
H 30.312 0.327 21.239
H 31.426 -0.961 19.490
C 29.392 0.044 18.199
H 23.718 -0.669 17.756
C 30.921 -5.122 7.962
H 27.020 -5.764 15.283
C 29.726 -1.402 18.541
H 26.035 -0.035 13.242
H 32.674 -4.822 13.912
H 26.990 -2.553 8.464
C 25.783 0.865 19.227
H 25.420 0.946 20.251
C 23.997 4.556 14.357
C 31.711 -4.447 9.913
O 34.759 -4.063 15.765
H 28.377 1.427 12.496
H 23.906 1.467 16.644
C 23.903 -3.106 13.686
C 27.427 -0.101 6.913
C 23.558 0.302 11.143
C 32.071 4.389 13.644
C 33.728 -3.617 15.280
H 30.258 -2.968 9.720
O 31.972 -5.222 8.903
O 32.606 -4.083 10.727
C 30.434 -1.294 19.796
O 22.010 2.008 10.748
O 30.893 4.543 15.648
H 21.780 4.769 14.528
O 29.283 0.674 19.461
C 22.065 0.590 10.910
H 24.625 -2.917 7.130
C 22.947 -3.739 14.737
H 30.403 -4.500 16.951
O 24.439 -3.254 10.448
H 29.053 -4.702 13.322
H 24.750 3.802 12.522